C47H48IN4O5P2STa | wB97M-V/def2-TZVPD

As for the LUMO energy: -1.2 eV. Its orbital gap is 0.216 Eh. The total energy is -104785.7188 eV. As for the HOMO energy: -7.049 eV. The calculation puts the max |F| at 0.0386 hartree/bohr. Its net charge is 0.

Each line ends with the Löwdin charge.
Atoms and positions in Å:
Ta: -0.252 -0.624 0.238  1.79
C: -0.030 0.102 3.807  -0.24
P: 1.011 0.550 2.379  1.07
C: 0.871 2.351 2.181  -0.36
C: -0.325 3.057 2.447  -0.09
C: -0.412 4.377 1.997  -0.08
C: 0.613 4.964 1.262  -0.07
C: 1.802 4.257 1.070  -0.06
C: 1.930 2.961 1.539  -0.13
C: 2.667 0.243 3.142  -0.32
C: 3.137 -1.070 3.270  -0.09
C: 4.180 -1.385 4.129  -0.07
C: 4.820 -0.411 4.873  -0.07
C: 4.382 0.900 4.716  -0.08
C: 3.336 1.224 3.880  -0.09
C: -1.405 -0.260 3.372  -0.42
C: -2.526 -0.131 4.155  -0.04
C: -3.631 -0.491 3.330  -0.03
C: -3.074 -0.782 2.097  -0.41
C: -3.713 -1.138 0.800  -0.27
P: -2.434 -1.989 -0.132  1.07
C: -3.119 -2.305 -1.774  -0.35
C: -2.224 -2.787 -2.737  -0.08
C: -2.726 -3.051 -4.020  -0.07
C: -4.073 -2.906 -4.326  -0.07
C: -4.960 -2.494 -3.314  -0.07
C: -4.475 -2.164 -2.070  -0.08
C: -2.298 -3.662 0.637  -0.30
C: -2.776 -4.780 -0.021  -0.06
C: -2.810 -5.992 0.654  -0.08
C: -2.406 -6.078 1.973  -0.06
C: -1.983 -4.928 2.642  -0.05
C: -1.939 -3.722 1.976  -0.09
N: -1.688 -0.670 2.111  -0.13
H: -0.066 0.986 4.434  0.09
H: 0.481 -0.689 4.351  0.10
H: -1.171 2.609 2.996  0.11
H: -1.324 4.953 2.174  0.11
H: 0.487 5.931 0.840  0.10
H: 2.635 4.704 0.543  0.11
H: 2.830 2.423 1.315  0.08
H: 2.602 -1.876 2.761  0.09
H: 4.480 -2.410 4.209  0.10
H: 5.621 -0.651 5.545  0.10
H: 4.912 1.693 5.292  0.12
H: 3.011 2.257 3.781  0.10
H: -2.495 0.151 5.176  0.09
H: -4.655 -0.500 3.557  0.09
H: -4.060 -0.261 0.224  0.07
H: -4.592 -1.793 0.941  0.11
H: -1.182 -2.918 -2.539  0.09
H: -2.055 -3.426 -4.756  0.10
H: -4.411 -3.198 -5.329  0.11
H: -6.013 -2.483 -3.536  0.10
H: -5.192 -1.840 -1.294  0.11
H: -3.061 -4.746 -1.091  0.12
H: -3.100 -6.894 0.172  0.10
H: -2.379 -7.071 2.465  0.12
H: -1.685 -4.939 3.676  0.11
H: -1.611 -2.839 2.528  0.10
O: 0.989 -4.284 -1.328  0.14
C: 0.662 -3.367 -0.614  -0.57
O: 0.200 -2.231 -1.037  -0.24
C: 0.922 -3.310 0.906  -0.54
O: 1.372 -4.190 1.589  0.15
O: 0.544 -2.142 1.368  -0.26
N: -2.574 1.138 -2.416  0.24
C: -1.478 0.421 -2.662  -0.59
O: -0.819 -0.132 -1.773  -0.20
C: -1.111 0.065 -4.064  -0.54
I: -0.532 1.741 -5.262  0.89
H: -2.780 1.463 -1.467  0.05
H: -2.992 1.682 -3.145  0.11
H: -1.944 -0.389 -4.575  0.04
H: -0.273 -0.638 -3.991  0.07
S: -3.653 2.799 0.673  0.69
C: -2.361 1.880 0.608  -0.95
N: -1.469 1.148 0.440  -0.07
C: 3.579 4.207 -3.530  -0.05
C: 2.388 3.606 -2.838  -0.27
C: 1.212 4.380 -2.743  -0.05
C: 0.099 3.836 -2.147  -0.33
C: -1.223 4.507 -2.182  -0.05
C: 0.196 2.629 -1.476  -0.05
C: 1.352 1.840 -1.427  -0.27
C: 2.431 2.381 -2.205  -0.05
N: 1.431 0.616 -0.760  -0.06
C: 2.773 -0.020 -1.013  -0.56
C: 3.976 0.821 -0.523  -0.06
C: 2.855 -0.417 -2.504  -0.04
C: 3.011 -1.314 -0.273  -0.07
H: 3.279 4.795 -4.409  0.08
H: 4.340 3.463 -3.808  0.08
H: 4.084 4.897 -2.855  0.08
H: 1.153 5.326 -3.282  0.11
H: -1.138 5.516 -2.612  0.08
H: -1.705 4.610 -1.202  0.06
H: -1.902 3.942 -2.832  0.06
H: -0.649 2.285 -0.951  0.04
H: 3.326 1.806 -2.339  0.07
H: 3.805 1.893 -0.566  0.06
H: 4.849 0.545 -1.091  0.09
H: 4.246 0.556 0.488  0.07
H: 2.439 0.305 -3.200  0.07
H: 2.336 -1.369 -2.642  0.08
H: 3.889 -0.696 -2.819  0.10
H: 2.755 -1.209 0.775  0.04
H: 4.077 -1.545 -0.292  0.11
H: 2.556 -2.184 -0.704  0.06

Atoms 1-3, force components in eV/Å:
1.19 0.49 0.22
0.07 0.02 -0.25
-0.17 0.24 0.18

=====

C9H9ClN2 | wB97M-V/def2-TZVPD

As for the LUMO energy (spin up / spin down): 0.8 / -2.4 eV. Its orbital gap (spin up / spin down) is 0.220 / 0.252 Eh. The total energy is -24974.5970 eV. Its multiplicity is 3. As for the HOMO energy (spin up / spin down): -5.144 / -9.276 eV. The calculation puts the max |F| at 0.1852 hartree/bohr. Its net charge is 0.

Each line ends with the Löwdin charge.
Atoms and positions in Å:
C: 2.620 -1.635 0.234  -0.06
C: 1.674 -1.964 1.199  -0.13
C: 1.940 -1.336 -0.895  -0.06
C: -1.534 0.623 0.905  -0.13
C: -2.179 -0.380 0.282  -0.09
C: -0.487 1.424 0.265  -0.18
C: -1.752 -0.960 -1.022  -0.14
C: -0.747 1.965 -0.915  0.00
C: -0.498 -1.290 -1.327  -0.64
N: 0.503 -1.752 0.690  0.08
N: 0.590 -1.340 -0.549  -0.14
Cl: -0.315 -1.750 -3.033  0.68
H: 3.576 -1.919 0.398  0.07
H: 1.740 -2.353 2.160  0.09
H: 2.284 -1.006 -1.821  0.09
H: -1.806 0.920 1.874  0.08
H: -3.129 -0.649 0.721  0.10
H: 0.542 1.562 0.598  0.11
H: -2.630 -1.053 -1.708  0.11
H: -0.027 2.335 -1.600  0.04
H: -1.768 2.277 -1.339  0.10

Atoms 1-3, force components in eV/Å:
-1.03 -0.73 -0.01
-0.56 1.03 -1.57
-0.63 0.66 0.39

=====

C24H70N8O12 | wB97M-V/def2-TZVPD

As for the LUMO energy: 0.3 eV. Its orbital gap is 0.361 Eh. The total energy is -62517.8746 eV. As for the SMILES: NC(N)=O.NC(N)=O.NC(N)=O.NC(N)=O.CC(C)O.CC(C)O.CC(C)O.CC(C)O.CC(C)O.CC(C)O.OCCO. As for the HOMO energy: -9.520 eV. The calculation puts the max |F| at 0.1396 hartree/bohr. Its net charge is 0.

Each line ends with the Löwdin charge.
Atoms and positions in Å:
C: 17.765 9.995 7.978  -0.05
C: 16.869 11.143 8.280  -0.55
C: 16.522 11.873 7.004  -0.04
O: 15.785 10.793 9.047  -0.06
H: 17.261 9.191 7.413  0.09
H: 18.118 9.639 8.937  0.08
H: 18.675 10.223 7.432  0.08
H: 17.328 11.852 8.945  0.13
H: 15.862 12.701 7.223  0.06
H: 16.035 11.184 6.294  0.08
H: 17.442 12.214 6.521  0.09
H: 15.396 9.972 8.717  0.06
C: 15.770 17.592 7.898  -0.06
C: 16.833 16.854 8.643  -0.52
C: 16.460 15.384 8.849  -0.05
O: 18.091 16.947 8.020  -0.04
H: 14.783 17.410 8.367  0.08
H: 15.736 17.188 6.866  0.10
H: 15.926 18.688 7.837  0.09
H: 17.000 17.325 9.612  0.11
H: 17.392 14.807 8.988  0.09
H: 15.898 14.930 8.041  0.07
H: 15.877 15.263 9.755  0.05
H: 18.073 17.003 7.071  0.08
C: 9.322 9.474 7.225  -0.07
C: 8.997 10.574 6.243  -0.46
C: 7.478 10.587 5.859  -0.05
O: 9.495 11.860 6.682  -0.07
H: 8.630 8.617 7.067  0.09
H: 9.287 9.738 8.274  0.06
H: 10.320 9.039 7.127  0.04
H: 9.604 10.292 5.346  0.13
H: 7.193 9.689 5.261  0.09
H: 7.170 11.489 5.335  0.07
H: 6.913 10.576 6.793  0.06
H: 9.066 11.936 7.561  0.04
C: 15.764 12.168 12.839  -0.05
C: 15.548 10.661 12.748  -0.43
C: 14.069 10.207 12.469  -0.05
O: 16.502 10.016 11.864  -0.08
H: 15.952 12.638 11.869  0.06
H: 16.571 12.469 13.502  0.08
H: 14.880 12.630 13.273  0.07
H: 15.773 10.223 13.740  0.13
H: 13.507 10.318 13.399  0.06
H: 14.036 9.145 12.192  0.08
H: 13.587 10.721 11.644  0.05
H: 16.387 10.341 10.955  0.04
C: 7.664 13.994 10.417  -0.05
C: 7.758 12.484 10.354  -0.44
C: 6.433 11.778 9.960  -0.03
O: 8.783 12.050 9.394  -0.12
H: 7.503 14.384 9.408  0.09
H: 8.592 14.437 10.775  0.07
H: 6.862 14.343 11.060  0.08
H: 8.132 12.147 11.308  0.11
H: 5.688 11.841 10.736  0.07
H: 6.672 10.747 9.801  0.07
H: 5.993 12.160 9.058  0.07
H: 9.492 12.738 9.568  0.07
C: 12.844 9.390 6.494  -0.05
C: 13.456 8.068 6.945  -0.47
C: 14.027 7.341 5.790  -0.07
O: 14.534 8.387 7.852  -0.06
H: 13.604 10.137 6.224  0.08
H: 12.231 9.862 7.269  0.06
H: 12.214 9.186 5.631  0.08
H: 12.659 7.447 7.390  0.15
H: 14.808 7.861 5.266  0.08
H: 13.314 6.934 5.081  0.09
H: 14.519 6.423 6.162  0.09
H: 14.857 7.587 8.242  0.09
C: 10.765 11.202 13.471  -0.74
O: 10.864 11.933 14.436  0.01
N: 10.723 11.706 12.260  0.20
N: 10.657 9.878 13.716  0.16
H: 10.269 11.240 11.511  0.09
H: 10.605 12.706 12.260  0.10
H: 10.837 9.697 14.699  0.11
H: 11.083 9.204 13.101  0.09
C: 12.561 13.241 9.810  -0.71
O: 11.370 13.642 10.081  -0.07
N: 12.814 12.709 8.684  0.22
N: 13.467 13.480 10.724  0.21
H: 13.480 11.939 8.695  0.10
H: 11.987 12.557 8.108  0.12
H: 13.139 13.871 11.630  0.09
H: 14.385 13.085 10.694  0.07
C: 14.802 18.136 11.788  -0.71
O: 13.614 18.405 11.701  0.01
N: 15.253 17.060 12.421  0.21
N: 15.688 18.977 11.285  0.18
H: 16.138 16.681 12.231  0.09
H: 14.517 16.498 12.808  0.06
H: 15.224 19.756 10.849  0.12
H: 16.677 18.904 11.425  0.11
C: 12.226 15.598 13.807  -0.68
O: 13.158 15.107 13.221  0.00
N: 11.839 16.888 13.638  0.19
N: 11.588 14.831 14.718  0.17
H: 11.133 17.329 14.191  0.10
H: 12.539 17.458 13.162  0.07
H: 11.727 13.834 14.529  0.07
H: 10.639 14.959 15.041  0.10
C: 10.927 16.428 8.085  -0.17
C: 11.373 16.733 9.467  -0.26
O: 11.472 18.179 9.561  -0.08
O: 11.987 16.945 7.106  -0.11
H: 9.972 16.901 7.879  0.11
H: 10.842 15.353 7.922  0.10
H: 12.341 16.272 9.710  0.11
H: 10.669 16.288 10.174  0.11
H: 11.919 18.288 10.407  0.04
H: 12.255 17.751 7.579  0.05

Atoms 1-3, force components in eV/Å:
0.63 -1.13 0.40
1.07 1.34 -1.21
-0.30 -0.40 -0.45

=====

C5H5N5O | wB97M-V/def2-TZVPD

As for the LUMO energy: -0.2 eV. Its orbital gap is 0.364 Eh. The total energy is -14759.6461 eV. As for the HOMO energy: -10.111 eV. The calculation puts the max |F| at 0.0997 hartree/bohr. Its net charge is 0.

Each line ends with the Löwdin charge.
Atoms and positions in Å:
C: 0.825 -0.478 -2.300  -0.16
C: 0.768 -1.428 2.057  -0.19
C: 1.817 -1.565 0.314  -0.17
C: 0.178 -0.209 -1.086  -0.22
C: -2.065 2.160 -0.103  -0.10
N: 1.508 -0.682 -3.192  0.20
N: 2.008 -1.912 1.556  0.13
N: -0.074 -0.918 1.245  0.11
N: -0.601 0.761 -1.022  0.13
N: 0.599 -1.014 0.124  -0.06
O: -1.096 1.236 0.174  -0.15
H: 0.560 -1.464 3.041  0.07
H: 2.510 -1.596 -0.493  0.12
H: -2.130 2.825 0.839  0.13
H: -2.958 1.536 -0.275  0.10
H: -1.848 2.747 -0.880  0.04

Atoms 1-3, force components in eV/Å:
0.31 -0.30 -0.16
2.33 -1.50 0.03
0.50 -0.03 -0.32